Entry 1:
Below is a molecular structure, C38H38F12N4O9PS2V, with properties calculated with wB97M-V/def2-TZVPD.

Cartesian coordinates (Å):
1 V -1.682953 -0.277069 0.358273
2 C 1.077658 1.284699 -5.430058
3 C 0.529752 0.524771 -4.252492
4 C 1.289108 -0.423372 -3.582185
5 C 0.762428 -1.101139 -2.494034
6 C -0.533230 -0.855220 -2.061815
7 N -1.056932 -1.537725 -0.936818
8 C -1.383700 -2.887831 -1.083103
9 C -1.079771 -3.559528 -2.280451
10 C -1.374638 -4.893166 -2.475987
11 C -1.999991 -5.643018 -1.490973
12 C -2.321058 -7.100808 -1.678409
13 C -2.330202 -4.980147 -0.322065
14 C -2.054248 -3.632868 -0.093956
15 C -2.494472 -3.026646 1.235848
16 O -2.473296 -1.651600 1.300155
17 C -1.558809 -3.551637 2.356598
18 F -0.328674 -3.050600 2.171148
19 F -1.434209 -4.886626 2.380334
20 F -1.978887 -3.178176 3.572790
21 C -3.975000 -3.405543 1.571365
22 F -4.115830 -4.672737 2.013321
23 F -4.475785 -2.619632 2.525888
24 F -4.749400 -3.265715 0.491373
25 C -1.300399 0.132822 -2.698350
26 C -0.758572 0.788056 -3.794580
27 C -2.707094 0.485516 -2.181309
28 O -2.847898 0.338964 -0.791555
29 C -3.104041 1.962114 -2.488982
30 F -3.473735 2.078524 -3.793303
31 F -2.096873 2.789412 -2.283047
32 F -4.136312 2.337955 -1.752876
33 C -3.757111 -0.473009 -2.822240
34 F -3.700725 -1.679072 -2.253875
35 F -3.535558 -0.637524 -4.135354
36 F -5.008702 -0.022497 -2.677997
37 H 2.090042 0.959639 -5.670441
38 H 1.108206 2.356541 -5.225290
39 H 0.457282 1.140472 -6.316688
40 H 2.303226 -0.631612 -3.906238
41 H 1.349035 -1.839091 -1.958774
42 H -0.614523 -3.017863 -3.089009
43 H -1.116267 -5.354061 -3.423562
44 H -2.006561 -7.443394 -2.664977
45 H -3.393074 -7.289820 -1.588482
46 H -1.816018 -7.722063 -0.935276
47 H -2.830972 -5.544893 0.451183
48 H -1.334046 1.544775 -4.308285
49 C 3.130811 -3.487745 1.229019
50 C 3.789617 -2.137475 1.198188
51 C 4.592949 -1.744810 0.129079
52 C 5.118503 -0.463091 0.060333
53 C 4.846826 0.437264 1.079758
54 C 4.110313 0.043048 2.190828
55 C 3.584973 -1.235659 2.240077
56 S 5.168302 2.157785 0.838262
57 O 5.107659 2.770745 2.131357
58 O 6.309982 2.301382 -0.018797
59 N 3.894955 2.714562 -0.033218
60 C 2.523095 2.422087 0.414038
61 C 1.957865 1.191654 -0.298964
62 C 0.629140 0.709096 0.207688
63 O -0.433706 1.248956 -0.204842
64 O 0.506519 -0.291650 0.972732
65 H 3.290880 -4.028500 0.296323
66 H 2.054695 -3.380414 1.381348
67 H 3.520617 -4.099636 2.045092
68 H 4.782043 -2.444963 -0.676875
69 H 5.705300 -0.146809 -0.793418
70 H 3.924728 0.754247 2.985846
71 H 2.967779 -1.528777 3.081682
72 H 4.058632 2.596551 -1.026738
73 H 1.888192 3.290085 0.246184
74 H 2.567394 2.282086 1.491741
75 H 2.647984 0.357021 -0.222310
76 H 1.816110 1.429751 -1.355719
77 C 2.445748 5.686681 1.649686
78 C 1.175782 5.846510 0.849662
79 C 1.072810 6.861806 -0.097791
80 C -0.121778 6.892467 -0.800931
81 N -1.127880 6.068656 -0.589917
82 C -0.989612 5.122104 0.386298
83 S -2.306289 4.107322 0.746357
84 N 0.196392 4.981416 1.079210
85 H 2.837857 6.658409 1.954521
86 H 3.225320 5.192057 1.065555
87 H 2.258845 5.088990 2.539911
88 H 1.872347 7.567986 -0.277920
89 H -0.271425 7.636190 -1.583541
90 C -0.167612 -0.679301 4.157785
91 O -1.482679 -0.176721 3.880709
92 P -1.720775 0.852755 2.664301
93 O -0.894206 2.131227 3.016618
94 C 0.479515 2.302373 3.327513
95 O -3.166485 1.397938 2.994845
96 C -4.349925 0.889500 2.374511
97 H 0.300239 -0.048837 4.915259
98 H 0.450279 -0.704403 3.260761
99 H -0.278516 -1.687824 4.540707
100 H 0.761337 3.245855 2.864572
101 H 1.083188 1.483899 2.932224
102 H 0.604002 2.351578 4.411127
103 H -5.152744 1.560648 2.664668
104 H -4.558868 -0.124096 2.712298
105 H -4.264199 0.909448 1.286823

Cartesian forces, eV/Å:
V 0.9 -0.4 -0.1
C 0.0 0.0 0.0
C 0.0 0.0 0.0
C 0.0 0.0 0.0
C 0.1 0.0 0.0
C -0.1 0.0 0.1
N -0.2 -0.1 0.2
C 0.0 0.1 0.0
C 0.0 -0.1 0.0
C 0.0 0.0 0.0
C 0.0 0.0 0.0
C 0.0 0.0 0.0
C 0.0 0.0 0.1
C 0.0 -0.1 0.0
C 0.0 0.1 -0.1
O 0.1 0.0 0.0
C 0.0 0.1 0.1
F 0.0 0.1 0.0
F 0.0 -0.1 0.0
F 0.0 0.0 0.0
C 0.0 0.0 0.0
F 0.0 0.0 0.0
F 0.0 0.0 0.0
F 0.0 0.0 0.0
C 0.0 -0.1 -0.1
C 0.0 0.0 0.0
C -0.1 -0.2 0.2
O -0.2 0.3 -0.3
C 0.0 0.0 -0.1
F 0.0 0.0 0.0
F 0.0 0.0 0.0
F -0.1 0.0 0.0
C 0.0 0.1 -0.1
F 0.0 0.0 0.0
F 0.0 0.0 0.0
F 0.0 0.0 0.0
H 0.0 0.0 0.0
H 0.0 0.0 0.0
H 0.0 0.0 0.0
H 0.0 0.0 0.0
H 0.0 0.0 0.0
H 0.0 0.0 0.0
H 0.0 0.0 0.0
H 0.0 0.0 0.0
H 0.0 0.0 0.0
H 0.0 0.0 0.0
H 0.0 0.0 0.0
H 0.0 0.0 0.0
C 0.0 0.0 0.0
C 0.0 0.0 0.0
C 0.0 0.0 0.0
C 0.0 0.0 0.0
C -0.1 0.0 0.0
C 0.0 0.0 0.0
C 0.0 0.0 0.0
S 0.0 0.0 0.0
O 0.0 0.0 0.0
O 0.0 0.0 0.0
N -0.1 -0.1 -0.1
C 0.1 0.0 0.0
C 0.1 0.0 0.1
C -0.3 0.0 0.1
O 0.0 0.1 -0.2
O 0.0 0.0 0.0
H 0.0 0.0 0.0
H 0.0 0.0 0.0
H 0.0 0.0 0.0
H 0.0 0.0 0.0
H 0.0 0.0 0.0
H 0.0 0.0 0.0
H 0.0 0.0 0.0
H 0.0 0.0 0.1
H 0.0 0.0 0.0
H 0.0 0.0 0.0
H 0.1 -0.1 0.0
H 0.0 0.0 0.0
C 0.0 0.0 0.0
C 0.0 0.0 0.0
C 0.0 -0.1 0.0
C 0.0 0.0 0.0
N 0.0 0.0 0.0
C 0.3 -0.1 0.0
S 0.0 0.0 0.1
N -0.1 0.1 0.0
H 0.0 0.0 0.0
H 0.0 0.0 0.0
H 0.0 0.0 0.0
H 0.0 0.0 0.0
H 0.0 0.0 0.0
C -0.1 0.1 0.0
O 0.1 -0.1 0.0
P -0.3 0.0 -0.2
O 0.0 0.1 0.2
C 0.0 0.0 -0.1
O 0.0 -0.1 0.3
C 0.0 0.0 -0.1
H 0.0 0.0 0.0
H 0.0 0.0 0.0
H 0.0 0.0 0.0
H 0.1 0.0 0.0
H 0.0 0.0 0.0
H 0.0 0.0 0.0
H 0.0 0.0 0.0
H 0.0 0.0 0.0
H 0.0 0.0 0.0

Summary:
HOMO level (spin up / spin down) ... -3.64 / -3.64 eV
Spin multiplicity ... 2
Molar mass ... 1068.8 g/mol
Energy relative to the best compared isomer or geometry (same formula, charge and spin) ... 120.9 kJ/mol
Charge ... -1

Mulliken atomic charge list, values in e, 4 entries:
1 V -0.5208
2 C -1.7495
3 C 0.8314
4 C -1.2702

=====

Entry 2:
Below is a molecular structure, C2H3I2P in a non-equilibrium geometry, with properties calculated with wB97M-V/def2-TZVPD.

Cartesian coordinates (Å):
1 C -0.202827 1.339857 0.588184
2 C 0.309776 0.959852 -0.571214
3 P 1.092135 -1.715582 -0.411211
4 I -0.354670 -2.839395 -1.975699
5 I -0.185846 -1.923763 1.650059
6 H -0.834870 2.294827 0.867464
7 H -0.395949 0.587236 1.340436
8 H 0.572251 1.296968 -1.488019

Cartesian forces, eV/Å:
C -1.6 0.8 -0.8
C -1.4 1.0 4.1
P -0.1 -1.1 0.2
I 0.1 0.0 0.0
I 0.2 -0.7 -0.1
H 1.6 -1.3 -1.0
H 0.4 0.2 0.2
H 0.7 1.0 -2.7

Summary:
HOMO level (spin up / spin down) ... -7.10 / -9.60 eV
Spin multiplicity ... 3
Molar mass ... 311.8 g/mol
Energy relative to the best compared isomer or geometry (same formula, charge and spin) ... 22.0 kJ/mol

Mulliken atomic charge list, values in e, 4 entries:
1 C -0.1534
2 C -0.4116
3 P -0.0285
4 I 0.0364

=====

Entry 3:
Below is a molecular structure, C35H30F3N5O2PdS3Te, with properties calculated with wB97M-V/def2-TZVPD.

Cartesian coordinates (Å):
1 Pd 0.434453 -0.877786 -0.728039
2 S 7.531214 0.032333 -2.323889
3 C 7.831448 -0.307378 -3.970554
4 C 6.711290 -0.743344 -4.606898
5 C 5.586550 -0.803235 -3.742991
6 C 5.874914 -0.411291 -2.465199
7 C 4.963574 -0.359767 -1.316501
8 C 3.568012 -0.413080 -1.534087
9 N 2.692152 -0.396753 -0.563744
10 C 3.113443 -0.341583 0.714189
11 C 4.467668 -0.255948 1.042463
12 C 4.857663 -0.186413 2.423717
13 C 3.933584 -0.221451 3.404867
14 C 2.534153 -0.339464 3.097480
15 C 1.547502 -0.431756 4.091925
16 C 0.225776 -0.589820 3.746747
17 C -0.079550 -0.632709 2.371092
18 N 0.822894 -0.528401 1.426720
19 C 2.125910 -0.396606 1.762457
20 C -0.859816 -0.719135 4.725424
21 C -2.121490 -1.202547 4.515522
22 C -2.920325 -1.189755 5.689015
23 C -2.251378 -0.697450 6.766126
24 S -0.653797 -0.245122 6.365950
25 C 5.394037 -0.265410 -0.013548
26 H 8.818678 -0.168609 -4.379694
27 H 6.685383 -1.019419 -5.650334
28 H 4.613067 -1.152286 -4.055589
29 H 3.159789 -0.478272 -2.534454
30 H 5.912143 -0.115743 2.659769
31 H 4.229463 -0.176628 4.445483
32 H 1.848635 -0.404668 5.133298
33 H -1.099410 -0.756992 2.035615
34 H -2.467760 -1.580787 3.563947
35 H -3.941883 -1.537133 5.726694
36 H -2.610828 -0.575382 7.774682
37 H 6.452544 -0.226614 0.218713
38 C 0.052688 5.148710 1.101514
39 C 1.044961 4.575319 0.089550
40 C 0.483555 3.402180 -0.645849
41 N 0.766375 2.181898 -0.372802
42 N 0.072283 1.281246 -1.139971
43 C -0.731394 1.844083 -2.006275
44 N -1.489841 1.169290 -2.882662
45 S -0.690017 3.571752 -1.925003
46 H 0.505034 5.967732 1.660056
47 H -0.257043 4.379534 1.809417
48 H -0.841207 5.532223 0.607441
49 H 1.946722 4.226147 0.592852
50 H 1.344570 5.345634 -0.624108
51 H -1.567538 0.158700 -2.754771
52 H -2.244635 1.637908 -3.349834
53 F 2.434124 -5.037016 -2.681394
54 C 1.173203 -4.624330 -2.424004
55 F 0.620753 -5.516587 -1.598704
56 F 0.497332 -4.660457 -3.574767
57 C 1.204053 -3.199221 -1.821954
58 O 1.253986 -2.262075 -2.640928
59 O 1.154381 -3.091591 -0.576200
60 C -7.436335 1.461255 -0.970901
61 C -6.145448 0.688401 -0.983943
62 C -5.002467 1.176880 -0.379316
63 C -3.798779 0.468356 -0.370994
64 C -2.653684 1.095170 0.376937
65 C -3.724672 -0.775360 -1.005638
66 Te -1.963248 -1.972615 -1.206485
67 C -4.886578 -1.293608 -1.616943
68 C -4.896245 -2.627809 -2.312827
69 C -6.063521 -0.558251 -1.592699
70 H -7.292620 2.460072 -0.559088
71 H -8.191386 0.955975 -0.365148
72 H -7.845568 1.566191 -1.977207
73 H -5.035427 2.144628 0.113337
74 H -2.594913 2.167538 0.174608
75 H -1.700081 0.643483 0.118150
76 H -2.801682 0.986402 1.456250
77 H -4.257448 -2.617259 -3.199092
78 H -5.908690 -2.889001 -2.620387
79 H -4.517850 -3.421144 -1.666228
80 H -6.945403 -0.973977 -2.070361

Cartesian forces, eV/Å:
Pd 0.5 0.0 -0.1
S 0.0 0.0 0.0
C 0.0 0.0 0.0
C 0.0 0.0 0.0
C 0.0 0.0 0.0
C -0.1 0.0 0.0
C 0.0 0.0 -0.1
C 0.0 0.0 0.0
N 0.0 -0.1 0.1
C -0.1 0.1 0.0
C 0.1 0.0 0.0
C 0.0 0.0 0.0
C 0.0 0.0 0.0
C 0.0 0.0 0.1
C 0.0 0.0 0.0
C -0.1 0.0 0.0
C 0.0 0.0 0.0
N -0.1 -0.1 0.0
C 0.0 0.1 -0.1
C 0.0 0.0 -0.1
C 0.0 0.0 0.0
C 0.0 0.0 0.0
C 0.0 0.0 0.0
S 0.0 0.0 0.0
C 0.0 0.0 0.1
H 0.0 0.0 0.0
H 0.0 0.0 0.0
H 0.0 0.0 0.0
H 0.0 0.0 0.0
H 0.0 0.0 0.0
H 0.0 0.0 0.0
H 0.0 0.0 0.0
H -0.1 0.0 0.0
H 0.0 0.0 0.0
H 0.0 0.0 0.0
H 0.0 0.0 0.0
H 0.0 0.0 0.0
C 0.0 0.0 0.0
C 0.0 0.0 0.0
C 0.0 0.0 0.1
N -0.1 -0.1 0.0
N 0.2 0.1 -0.2
C 0.0 -0.1 0.0
N 0.1 0.0 -0.1
S 0.0 0.1 0.0
H 0.0 0.0 0.0
H 0.0 0.0 0.0
H 0.0 0.0 0.0
H 0.0 0.0 0.0
H 0.0 0.0 0.0
H 0.0 0.0 0.0
H 0.0 0.0 0.0
F 0.0 0.0 0.0
C 0.2 -0.1 0.1
F 0.0 0.0 0.0
F 0.0 0.0 0.0
C 0.0 0.2 -0.2
O -0.2 0.0 0.0
O -0.3 0.0 0.0
C 0.0 0.0 0.0
C 0.0 0.0 0.0
C 0.0 0.0 0.0
C -0.1 0.0 0.0
C 0.0 -0.1 0.1
C 0.0 0.1 -0.1
Te -0.3 -0.1 0.3
C 0.0 0.0 0.0
C 0.0 0.0 0.0
C 0.0 0.0 0.0
H 0.0 0.0 0.0
H 0.0 0.0 0.0
H 0.0 0.0 0.0
H 0.0 0.0 0.0
H 0.0 0.0 0.0
H -0.1 0.0 0.1
H 0.0 0.0 0.0
H 0.0 0.0 0.0
H 0.0 0.0 0.0
H 0.0 0.0 0.0
H 0.0 0.0 0.0

Summary:
HOMO level (spin up / spin down) ... -6.79 / -6.69 eV
Spin multiplicity ... 3
Molar mass ... 939.9 g/mol
Energy relative to the best compared isomer or geometry (same formula, charge and spin) ... 0.0 kJ/mol

Mulliken atomic charge list, values in e, 4 entries:
1 Pd 0.2568
2 S -0.1863
3 C -0.3649
4 C -0.6030

=====

Entry 4:
Below is a single C17H20N4O3 molecule in a non-equilibrium geometry, with properties calculated with wB97M-V/def2-TZVPD.

Cartesian coordinates (Å):
1 C 4.895263 0.412227 1.733705
2 C 3.382008 0.473568 1.666730
3 O 2.880873 -0.539788 1.149059
4 N 2.658476 1.519798 2.092321
5 C 1.264719 1.779182 1.705974
6 C 1.217195 2.890367 0.718634
7 N -0.173638 3.224250 0.394998
8 C -0.782639 4.460516 1.056322
9 C -1.063645 2.473223 -0.435459
10 O -2.257176 2.775470 -0.372209
11 C -0.646744 1.149133 -1.088972
12 N 0.530618 0.662711 -1.517197
13 N 0.380777 -0.654215 -1.713456
14 C 1.450644 -1.451753 -2.306840
15 C -0.866962 -1.214302 -1.255064
16 C -1.534723 -0.023230 -0.948015
17 C -2.922623 0.112185 -0.586915
18 O -3.622472 -1.129182 -0.734685
19 C -2.990716 -2.371192 -0.684368
20 C -3.729739 -3.531882 -0.508831
21 C -3.217615 -4.797511 -0.598141
22 C -1.929589 -4.927663 -0.990112
23 C -1.094767 -3.812567 -1.080405
24 C -1.622867 -2.465325 -0.958664
25 H 5.337586 0.489913 0.675976
26 H 5.144858 -0.499535 2.200667
27 H 5.272604 1.276062 2.239829
28 H 3.124756 2.306624 2.470498
29 H 0.685053 2.032480 2.582817
30 H 0.792678 0.849065 1.247113
31 H 1.645601 3.804982 1.105071
32 H 1.831611 2.750774 -0.175411
33 H -0.352170 4.599249 2.054936
34 H -1.862988 4.293660 1.399487
35 H -0.656671 5.281167 0.426437
36 H 1.402156 -2.471593 -2.064305
37 H 2.498580 -1.052269 -1.919312
38 H 1.493268 -1.232595 -3.408304
39 H -2.966247 0.495487 0.394885
40 H -3.372861 0.924642 -1.221589
41 H -4.771356 -3.432130 -0.190736
42 H -3.940046 -5.616187 -0.401176
43 H -1.432957 -5.894041 -0.907534
44 H -0.078114 -3.919780 -1.247762

Cartesian forces, eV/Å:
C -0.3 2.1 -1.7
C 0.0 -3.0 -1.8
O -0.3 1.3 0.6
N -0.8 0.0 -0.1
C 0.2 -2.1 -0.3
C -0.7 1.1 -1.2
N -1.5 0.2 -0.9
C -1.1 -3.2 1.7
C 0.5 0.5 2.0
O 1.1 -0.4 -1.0
C -0.5 -2.7 0.6
N -0.5 -0.1 -0.3
N -0.6 -2.2 1.1
C 2.8 3.5 -0.5
C -0.3 4.4 0.2
C 1.8 1.2 -0.6
C -0.8 -0.1 -1.1
O -0.7 -1.2 0.3
C 0.6 1.8 -0.6
C -1.7 1.1 0.9
C -1.9 -0.1 -0.1
C 2.7 -0.6 1.0
C -2.7 2.1 0.2
C 1.8 -2.4 -1.3
H -0.9 -0.4 1.5
H 0.5 -0.9 0.4
H 0.6 0.4 0.7
H 0.6 0.5 0.3
H -0.2 0.1 0.3
H 0.9 1.0 0.7
H 0.1 0.3 0.5
H -0.3 -0.7 -0.1
H 0.8 0.1 -0.5
H 1.3 0.1 -1.4
H 0.0 1.5 -0.8
H -0.5 -1.2 0.2
H -2.2 -0.8 -0.5
H -0.3 -0.6 0.9
H -0.6 0.2 1.5
H -0.1 -1.3 0.4
H 0.3 0.2 -0.3
H 1.0 0.4 -0.2
H -0.2 0.0 -0.5
H 1.8 -0.3 -0.4

Summary:
HOMO level ... -7.93 eV
SMILES ... CC(=O)NCCN(C)C(=O)c1nn(C)c2c1COc1ccccc1-2
Molar mass ... 328.4 g/mol
Energy relative to the best compared isomer or geometry (same formula, charge and spin) ... 533.7 kJ/mol

Mulliken atomic charge list, values in e, 4 entries:
1 C -1.0917
2 C 0.7280
3 O -0.6241
4 N -0.1805